Entry 1:
Formula: C5H13NSi
Source: the OMol25 dataset
Level of theory: ωB97M-V with the def2-TZVPD basis set

Geometry (Å):
C: -1.907 0.108 0.065
C: -1.473 1.239 -0.373
C: -3.455 -0.042 0.390
C: 2.052 -0.264 1.329
C: 1.871 -1.213 -0.987
N: 1.997 -0.021 -0.108
Si: 1.178 1.358 -0.611
H: -1.340 -0.785 0.392
H: -2.085 1.987 -0.816
H: -3.771 -0.540 1.327
H: -3.745 -0.692 -0.346
H: -3.938 0.894 0.292
H: 2.941 -0.839 1.443
H: 1.882 0.720 1.776
H: 1.141 -0.855 1.647
H: 2.882 -1.661 -1.180
H: 1.402 -2.027 -0.347
H: 1.354 -0.941 -1.926
H: 1.534 2.480 0.181
H: 1.481 1.095 -2.148

Properties
Spin multiplicity = 1
F_max = 5.234 eV/Å
LUMO level = 0.94 eV
Energy = -14759.5411 eV
HOMO level = -0.2845 Ha

Entry 2:
Formula: C3H7BO
Source: the OMol25 dataset
Level of theory: ωB97M-V with the def2-TZVPD basis set

Geometry (Å):
B: 2.759 0.027 0.662
C: -0.434 0.104 0.134
C: 0.462 0.830 -0.559
C: -1.852 0.164 -0.136
O: 2.239 0.710 -0.252
H: 2.086 -0.563 1.413
H: 4.014 0.133 0.857
H: -0.298 -0.469 0.982
H: 0.421 1.334 -1.450
H: -1.927 1.123 -0.684
H: -2.300 -0.580 -0.782
H: -2.567 0.063 0.706

Properties
Spin multiplicity = 1
F_max = 7.674 eV/Å
LUMO level = 0.75 eV
Energy = -5945.6047 eV
HOMO level = -0.3597 Ha